Run one
{
  "formula": "C8H10",
  "method": "ωB97M-V/def2-TZVPD",
  "elements": ["H", "H", "H", "C", "C", "C", "H", "H", "H", "C", "H", "C", "C", "H", "C", "H", "C", "H"],
  "coordinates": [[0.91879, -0.54250, -2.07126], [1.27878, 2.72633, 0.69826], [-0.74571, -1.39108, 1.88515], [0.30969, -0.48913, -1.14276], [-1.22938, -0.22802, -1.34311], [-1.73819, 0.28338, -0.15231], [-0.59217, 1.23176, 1.64856], [-1.80510, -0.22660, -2.31230], [0.91892, -0.71961, 1.82807], [-0.04295, -0.85179, 1.22792], [-2.76947, 0.65991, 0.25110], [1.33596, 2.02154, -0.02905], [0.58416, 0.82478, -0.22490], [-0.10111, -2.56358, -0.31161], [0.41351, -1.49900, -0.06623], [2.31547, 2.30269, -0.63737], [-0.50000, 0.47461, 0.77765], [1.44877, -2.01367, -0.02582]],
  "lowdin_charge": [0.1421, -0.0093, 0.1215, -0.2211, -0.0384, -0.0249, 0.1663, 0.1094, 0.1371, -0.1964, 0.1322, 0.0642, -0.1709, 0.1529, -0.2291, 0.0815, -0.3462, 0.1290],
  "homo_ha": -0.3221,
  "homo_lumo_gap_ev": 9.868,
  "smiles": "C=C1[C@@H]2C=C[C@H]1CC2",
  "total_charge": 0,
  "multiplicity": 1
}

***

Run two
{
  "formula": "C8H10",
  "method": "ωB97M-V/def2-TZVPD",
  "elements": ["H", "C", "H", "H", "C", "C", "H", "H", "H", "H", "H", "C", "C", "H", "H", "C", "C", "C"],
  "coordinates": [[2.22927, 1.76695, 1.73177], [2.13209, -0.70237, -1.02269], [-4.57103, -0.40012, 1.69036], [-4.50180, 0.07124, -1.70820], [2.26834, 0.98740, 0.98714], [-4.45624, 0.31873, -0.52835], [-4.10548, 1.40765, -0.06601], [2.22973, 2.55148, -0.39681], [-4.62560, -1.67349, 0.58116], [2.19638, -1.45422, -1.83023], [2.44012, 0.76333, -2.45998], [-4.48993, -0.60549, 0.59448], [2.31300, 1.53700, -0.27262], [1.91733, -0.94564, 2.23560], [2.48591, -2.42252, 0.36227], [2.13492, -0.45475, 1.23692], [2.18593, 0.62696, -1.36403], [2.21707, -1.37212, 0.22922]],
  "lowdin_charge": [0.0898, -0.1396, 0.0393, 0.0785, -0.0789, -0.0966, 0.0812, 0.0690, 0.0057, 0.0981, 0.1216, -0.1080, -0.0979, 0.1131, 0.1095, -0.0944, -0.0910, -0.0995],
  "homo_ha": -0.3356,
  "homo_lumo_gap_ev": 10.117,
  "smiles": "c1ccccc1.C=C",
  "total_charge": 0,
  "multiplicity": 1
}

***

Run three
{
  "formula": "C8H10",
  "method": "ωB97M-V/def2-TZVPD",
  "elements": ["H", "H", "H", "C", "H", "H", "H", "C", "C", "H", "C", "C", "C", "H", "H", "H", "C", "C"],
  "coordinates": [[-2.33105, 1.61972, 0.41180], [-0.16745, 0.08554, 2.60607], [-0.76109, 1.72296, -2.26929], [0.18356, -0.24109, 1.62814], [-1.30929, -1.76588, 1.48979], [2.53107, 0.45360, -0.71535], [1.79530, 1.17180, 1.57276], [-0.47652, -1.28103, 0.97762], [-0.06612, -1.68288, -0.30742], [-2.67021, 0.61485, -1.13364], [-1.07563, 2.00128, -1.28008], [1.00207, -1.03150, -0.92174], [-2.07463, 1.38235, -0.63895], [-0.50913, 2.74826, -0.73559], [1.33860, -1.33283, -1.90817], [-0.62332, -2.49022, -0.78498], [1.28960, 0.39086, 1.03573], [1.66876, -0.00930, -0.24887]],
  "lowdin_charge": [0.0573, 0.0998, 0.0425, -0.1074, 0.1012, 0.0983, 0.0937, -0.1061, -0.0954, 0.0464, -0.0848, -0.1033, -0.0899, 0.0454, 0.0995, 0.1006, -0.0909, -0.1068],
  "homo_ha": -0.3429,
  "homo_lumo_gap_ev": 10.485,
  "smiles": "c1ccccc1.C=C",
  "total_charge": 0,
  "multiplicity": 1
}

***

Quick one: least stable of them? run one

***

Run one
{
  "formula": "C8H10",
  "method": "ωB97M-V/def2-TZVPD",
  "elements": ["H", "C", "H", "C", "C", "H", "C", "H", "H", "H", "H", "C", "H", "H", "H", "C", "C", "C"],
  "coordinates": [[0.97758, 2.51036, -0.28520], [2.07301, -0.75531, -0.55070], [0.78450, -2.41550, 0.15673], [0.10031, -0.55527, 0.86974], [2.13023, 0.63200, -0.53347], [-3.79387, 1.15318, -0.70491], [-3.44014, 0.12525, -0.61256], [2.60855, -1.36576, -1.17787], [-4.31357, -0.52409, -0.78203], [-1.41384, 0.55573, 0.27452], [-0.42377, 1.16158, 1.73327], [0.14054, 0.77969, 0.81567], [-2.03309, -1.33954, -0.14585], [-0.79069, -1.09303, 1.30283], [2.95805, 0.96516, -1.12092], [-2.24480, -0.22102, -0.06506], [1.08380, 1.43020, 0.03997], [1.06374, -1.37022, 0.16133]],
  "lowdin_charge": [0.1243, -0.0985, 0.0992, -0.1796, -0.0706, 0.0338, -0.0698, 0.0760, 0.0431, 0.0426, 0.1601, -0.2342, 0.0809, 0.1052, 0.0889, -0.0968, -0.0511, -0.0535],
  "homo_ha": -0.3273,
  "homo_lumo_gap_ev": 9.773,
  "smiles": "c1ccccc1.C=C",
  "total_charge": 0,
  "multiplicity": 1
}

***

Run two
{
  "formula": "C8H10",
  "method": "ωB97M-V/def2-TZVPD",
  "elements": ["C", "C", "H", "C", "H", "H", "H", "H", "C", "C", "H", "H", "H", "H", "C", "H", "C", "C"],
  "coordinates": [[-0.44038, 0.22900, 0.25376], [1.16587, -1.50346, 0.07128], [2.58423, -0.45553, 1.35350], [0.08626, -0.93588, -0.76913], [-1.95414, 1.47330, -0.85705], [-2.52557, 0.38166, 0.54296], [0.62705, -1.91407, 0.89496], [0.84490, 2.20567, -1.74803], [1.30089, 1.58732, -0.97924], [-1.69454, 0.99071, 0.14608], [-0.60443, -1.72592, -0.97385], [-1.59237, 1.75779, 0.89288], [0.21219, -0.43503, -1.76043], [1.99218, -2.09642, -0.37929], [0.54142, 0.46012, 1.11949], [0.41434, 1.08073, 1.98147], [1.80334, -0.19722, 0.68709], [2.03536, 0.81604, -0.42499]],
  "lowdin_charge": [-0.3091, -0.1584, 0.1163, -0.1461, 0.1065, 0.0823, 0.1091, 0.0726, 0.0874, -0.0659, 0.0910, 0.0633, 0.1137, 0.1292, -0.1058, 0.1189, -0.2396, -0.0653],
  "homo_ha": -0.2898,
  "homo_lumo_gap_ev": 8.910,
  "smiles": "C#C[C@H]1C=C(C)CC1",
  "total_charge": 0,
  "multiplicity": 1
}

***

Quick one: least stable of them? run two

***

Run one
{
  "formula": "C2H3Br3Si",
  "method": "ωB97M-V/def2-TZVPD",
  "elements": ["H", "Si", "H", "Br", "H", "Br", "C", "Br", "C"],
  "coordinates": [[1.12825, -0.85909, -0.29717], [0.16675, 0.16045, 0.03881], [-0.86655, 0.51163, -0.93459], [-0.45534, 3.29117, 0.01215], [-0.42872, 0.84574, 1.19657], [4.06129, -1.35127, 0.02160], [2.17866, 2.25541, -0.18792], [3.77843, 1.62771, 0.00630], [0.95337, 1.99978, -0.13620]],
  "lowdin_charge": [-0.1110, 0.7192, -0.0735, 0.6940, -0.0652, -0.3787, -0.6985, 0.8687, -0.9549],
  "homo_ha": [-0.3132, -0.3132],
  "homo_lumo_gap_ev": [5.753, 5.755],
  "total_charge": 0,
  "multiplicity": 1
}

***

Run two
{
  "formula": "C2H3Br3Si",
  "method": "ωB97M-V/def2-TZVPD",
  "elements": ["Br", "Br", "C", "H", "Br", "H", "Si", "H", "C"],
  "coordinates": [[0.78691, -2.43418, -0.14057], [3.11420, -0.04133, 0.00546], [1.38897, 0.55267, -0.03926], [-1.66537, 0.82434, 1.28311], [1.20588, 2.49012, -0.34099], [-1.81807, 0.42389, -1.33325], [-1.57585, -0.10178, 0.14668], [-1.75072, -1.52160, 0.45653], [0.31406, -0.19213, -0.03769]],
  "lowdin_charge": [0.3160, 0.7051, -1.3223, -0.0635, 0.6111, -0.0162, 0.6008, -0.1045, -0.7266],
  "homo_ha": -0.3547,
  "homo_lumo_gap_ev": 8.604,
  "total_charge": 0,
  "multiplicity": 1
}

***

Run three
{
  "formula": "C2H3Br3Si",
  "method": "ωB97M-V/def2-TZVPD",
  "elements": ["Si", "H", "H", "Br", "C", "Br", "Br", "H", "C"],
  "coordinates": [[0.30338, -0.08522, -0.00368], [1.50461, -0.37558, 0.75239], [-0.83552, 0.29078, 0.69062], [1.14923, -3.14959, 0.10921], [-1.46847, -2.32932, -0.21662], [-4.54617, 0.37063, 0.02645], [-3.20483, -2.28472, -0.13435], [0.23241, 0.66442, -1.29767], [-0.21694, -1.96602, -0.03608]],
  "lowdin_charge": [0.6924, -0.0677, -0.0905, 0.7730, -0.6771, -0.4256, 0.8666, -0.0456, -1.0254],
  "homo_ha": [-0.3066, -0.3065],
  "homo_lumo_gap_ev": [5.765, 5.759],
  "total_charge": 0,
  "multiplicity": 1
}

***

Quick one: least stable of them? run one

***

Run one
{
  "formula": "C2H7NO2Si",
  "method": "ωB97M-V/def2-TZVPD",
  "elements": ["C", "N", "H", "H", "H", "O", "H", "O", "C", "H", "H", "H", "Si"],
  "coordinates": [[0.35532, -0.81273, 0.10378], [0.03841, -0.93100, 1.43010], [-2.59038, -0.13324, -0.49446], [1.65610, 0.59364, -1.73014], [2.95997, -0.11913, 0.15902], [0.65836, -0.18376, 2.19496], [-0.04913, -1.58077, -0.53861], [-0.79701, -1.74915, 1.79962], [-1.94022, 0.62838, -0.87034], [-1.72825, 1.48072, -0.25724], [-1.63040, 0.62753, -1.89235], [1.38170, 1.72575, 0.36601], [1.68553, 0.45375, -0.27032]],
  "lowdin_charge": [-0.1828, -0.4910, 0.0014, -0.0803, -0.0671, -0.0114, 0.0782, 0.0478, 0.1244, 0.0006, -0.0035, -0.0635, 0.6472],
  "homo_ha": [-0.3714, -0.3522],
  "homo_lumo_gap_ev": [9.455, 7.447],
  "total_charge": 0,
  "multiplicity": 1
}

***

Run two
{
  "formula": "C2H7NO2Si",
  "method": "ωB97M-V/def2-TZVPD",
  "elements": ["H", "H", "O", "C", "C", "H", "H", "H", "O", "H", "N", "H", "Si"],
  "coordinates": [[0.54040, 0.22404, -1.98066], [1.11402, -1.64236, 0.97779], [2.39870, 1.38229, -0.11366], [0.63523, -0.08427, -0.14882], [0.26917, -1.45235, 0.22966], [0.31672, -2.11385, -0.58401], [-0.75239, -1.61981, 0.73452], [-1.48169, 0.90430, 0.93234], [2.79496, -0.72846, 0.07291], [-0.37530, 2.22336, -0.89648], [2.04322, 0.20147, -0.10140], [0.44668, 2.40402, 1.13655], [-0.31843, 1.47107, 0.21264]],
  "lowdin_charge": [0.2503, 0.1150, -0.0090, -0.4439, -0.1180, 0.0595, 0.1070, -0.0560, 0.0639, -0.1160, -0.4689, -0.0437, 0.6598],
  "homo_ha": -0.3830,
  "homo_lumo_gap_ev": 9.011,
  "total_charge": 0,
  "multiplicity": 1
}

***

Quick one: least stable of them? run two